Entry 1:
C6H24F2N12O6Y | ωB97M-V with the def2-TZVPD basis set

Last column: natural (NBO) charge in e.
CARTESIAN COORDINATES (ANGSTROEM)
Y -27.19 -20.71 -28.45  2.14
F -26.80 -18.52 -29.20  -0.84
F -25.61 -21.62 -29.79  -0.82
C -27.67 -18.78 -25.50  0.78
O -27.34 -19.57 -26.35  -0.69
N -26.79 -18.32 -24.75  -0.77
N -28.85 -18.50 -25.06  -0.80
H -26.98 -17.79 -23.92  0.37
H -25.80 -18.43 -24.93  0.42
H -29.76 -18.85 -25.32  0.42
H -28.70 -17.90 -24.26  0.38
C -26.13 -23.49 -26.54  0.81
O -26.48 -22.36 -26.92  -0.69
N -26.97 -24.50 -26.34  -0.83
N -24.96 -23.90 -26.16  -0.81
H -27.97 -24.37 -26.25  0.41
H -26.60 -25.41 -26.12  0.38
H -24.33 -23.11 -26.16  0.43
H -24.87 -24.87 -25.89  0.40
C -30.27 -19.72 -29.87  0.80
O -29.22 -20.04 -29.40  -0.68
N -31.41 -19.38 -29.26  -0.83
N -30.43 -19.82 -31.14  -0.80
H -31.28 -19.31 -28.26  0.41
H -32.06 -18.83 -29.82  0.40
H -31.23 -19.36 -31.55  0.39
H -29.71 -20.25 -31.72  0.41
C -24.12 -19.27 -27.40  0.79
O -24.98 -20.18 -27.39  -0.70
N -22.90 -19.41 -26.98  -0.83
N -24.22 -18.00 -27.81  -0.83
H -22.15 -18.82 -27.30  0.40
H -22.75 -20.23 -26.41  0.40
H -25.14 -17.75 -28.15  0.46
H -23.42 -17.45 -27.54  0.39
C -28.43 -23.64 -30.15  0.78
O -28.13 -22.69 -29.48  -0.68
N -29.22 -23.35 -31.11  -0.82
N -27.90 -24.85 -30.08  -0.82
H -29.78 -24.06 -31.56  0.38
H -29.26 -22.37 -31.38  0.41
H -28.32 -25.56 -30.66  0.39
H -27.02 -24.95 -29.60  0.43
C -30.12 -22.23 -26.78  0.77
O -29.09 -21.72 -27.23  -0.67
N -30.14 -22.81 -25.65  -0.81
N -31.30 -22.42 -27.28  -0.79
H -29.39 -22.48 -25.06  0.41
H -31.00 -23.14 -25.23  0.38
H -31.54 -22.50 -28.26  0.42
H -31.80 -23.00 -26.62  0.37

Lowest unoccupied orbital energy (eV): -2.212
Total energy (Ha): -1589.743844
Charge: +1
Energy above the lowest of the compared OMol25 structures with the same formula, charge and spin (kcal per mole): 114.5

***

Entry 2:
C7H12N2O5 | ωB97M-V with the def2-TZVPD basis set

Last column: natural (NBO) charge in e.
CARTESIAN COORDINATES (ANGSTROEM)
C 3.20 0.04 0.12  -0.15
C 1.80 -0.09 -0.56  0.68
C 4.02 -1.15 -0.27  -0.64
C -0.58 0.32 -0.13  -0.18
C -1.41 1.62 -0.06  0.77
C -1.21 -0.84 0.69  -0.51
C -2.62 -1.25 0.27  0.80
H 2.74 -0.57 2.05  0.36
H 3.82 0.68 1.99  0.38
H 3.66 0.98 -0.30  0.21
H 5.09 -1.07 0.00  0.21
H 3.64 -2.11 0.04  0.22
H 4.06 -1.31 -1.39  0.25
H 1.10 0.69 1.15  0.44
H -0.53 0.07 -1.17  0.27
H -1.16 -0.62 1.76  0.24
H -0.57 -1.74 0.50  0.25
H -3.80 -1.40 -1.12  0.50
H 0.18 2.39 -0.51  0.49
N 2.98 0.30 1.55  -0.86
N 0.84 0.47 0.21  -0.65
O 1.64 -0.70 -1.61  -0.61
O -2.60 1.67 0.13  -0.55
O -3.50 -1.62 1.00  -0.59
O -2.83 -1.24 -1.07  -0.68
O -0.72 2.72 -0.41  -0.65

Lowest unoccupied orbital energy (eV): 0.340
Total energy (Ha): -759.702184
Energy above the lowest of the compared OMol25 structures with the same formula, charge and spin (kcal per mole): 6.5
SMILES: C[C@H](N)C(=O)N[C@@H](CC(=O)O)C(=O)O

***

- lowest unoccupied orbital energy of number 2 (C7H12N2O5)?
  0.340 eV

***

- What is the formula in the first record?
  C6H24F2N12O6Y